(w)
10
Properties=species:S:1:pos:R:3:nbo_charge:R:1 method="wB97M-V/def2-TZVPD" orbital_gap_ev="6.4 / 6.4" mol_weight_g_mol=121.6
C -2.00662 1.13227 0.42687 0.17
C 1.64844 -0.26270 -0.46124 -0.78
C -0.78202 0.50393 0.40192 -0.32
N -3.02850 1.69115 0.40771 -0.15
S 0.25366 0.79535 -0.89626 0.59
Cl -1.04990 -2.23533 -0.06808 -0.63
H 2.50311 -0.05161 -1.11276 0.26
H 1.21467 -1.31202 -0.65316 0.31
H 1.59819 -0.19959 0.61664 0.24
H -0.35103 -0.06146 1.33836 0.32


(x)
10
Properties=species:S:1:pos:R:3:nbo_charge:R:1 method="wB97M-V/def2-TZVPD" orbital_gap_ev=7.6 mol_weight_g_mol=121.6
C 1.78115 -0.05236 0.05552 0.04
C 0.51544 0.16396 -0.07792 -0.24
C -0.53924 -0.91542 0.00010 -0.27
H 2.19678 -2.22810 -0.14998 0.41
H 3.53660 -1.01794 0.93666 0.32
H 2.53511 0.69763 0.41624 0.21
H -0.04952 -1.86225 0.06338 0.18
N 2.47423 -1.17665 -0.18766 -0.72
S -2.18310 -0.74721 0.03323 0.03
Cl -0.06783 1.73091 -0.02062 0.04


(y)
10
Properties=species:S:1:pos:R:3:nbo_charge:R:1 method="wB97M-V/def2-TZVPD" orbital_gap_ev=5.5 mol_weight_g_mol=121.6
C 1.63958 0.56630 -0.08857 0.32
C -0.67811 0.03695 0.72698 -0.21
C -0.79196 0.40545 -0.66463 -0.21
N 0.37777 0.75490 0.00968 -0.43
S 3.20455 0.60511 0.03127 0.37
Cl 0.10546 -2.97160 0.03098 -0.89
H -1.27993 0.73304 1.49081 0.23
H -0.47866 -1.02987 0.93998 0.33
H -0.73452 -0.40926 -1.34153 0.26
H -1.36419 1.30898 -1.13497 0.23


Least stable: (x)


(w)
22
Properties=species:S:1:pos:R:3:nbo_charge:R:1 method="wB97M-V/def2-TZVPD" orbital_gap_ev=10.3 smiles=CCN.O.O.O.O mol_weight_g_mol=117.1
C 1.56712 1.29071 -0.03108 -0.62
C 1.15896 0.44685 1.27469 -0.22
N 0.21853 -0.65883 1.04533 -0.88
H 2.47487 0.76127 -0.46540 0.21
H 1.93489 2.34696 0.26118 0.21
H 0.66963 1.28760 -0.63038 0.22
H 0.59497 1.16360 1.89057 0.18
H 2.00123 0.20712 1.93808 0.18
H -0.49861 -0.83745 1.77625 0.39
H 0.76816 -1.46985 0.72826 0.40
O -3.68680 1.22396 2.37371 -0.92
H -3.47920 2.13453 2.62420 0.46
H -3.24913 0.80588 3.07573 0.46
O 0.75720 -0.27429 -2.71060 -1.01
H 0.04232 -0.22058 -1.99803 0.51
H 0.64567 0.51974 -3.24282 0.49
O 1.02702 -2.72595 -1.40043 -0.99
H 0.43130 -3.14716 -2.05711 0.46
H 1.14258 -1.84750 -2.00983 0.50
O -1.39366 -0.04866 -1.05066 -1.03
H -2.25655 -0.58937 -1.16730 0.49
H -0.87050 -0.36858 -0.22437 0.50


(x)
22
Properties=species:S:1:pos:R:3:nbo_charge:R:1 method="wB97M-V/def2-TZVPD" orbital_gap_ev=10.2 smiles=CCN.O.O.O.O mol_weight_g_mol=117.1
C -1.03573 -2.15248 -1.18139 -0.62
C -0.57013 -2.07365 0.24085 -0.21
N 0.64688 -1.38317 0.37002 -0.86
H -1.28108 -1.22523 -1.69839 0.20
H -1.95228 -2.70234 -1.41528 0.21
H -0.36577 -2.63346 -1.76460 0.21
H -0.28051 -3.12441 0.53815 0.18
H -1.41237 -1.69777 0.88180 0.18
H 1.35792 -1.97012 0.84841 0.37
H 0.50773 -0.56674 0.92257 0.41
O 1.93944 -0.13337 -1.61231 -1.01
H 2.79890 -0.30561 -1.17351 0.45
H 1.38953 -0.46230 -0.81681 0.48
O -0.57406 3.15589 1.32990 -1.01
H -0.37355 3.11908 0.38047 0.52
H -0.05553 3.78045 1.88519 0.49
O 0.23747 0.73768 2.48629 -0.97
H 0.19305 1.50230 1.88805 0.49
H -0.60195 0.89456 2.89623 0.47
O -0.11630 2.66592 -1.39861 -0.96
H -0.93605 2.53026 -1.82354 0.48
H 0.48441 2.04451 -1.78349 0.50


Least stable: (w)


(w)
22
Properties=species:S:1:pos:R:3:nbo_charge:R:1 method="wB97M-V/def2-TZVPD" orbital_gap_ev=10.4 smiles=CCN.O.O.O.O mol_weight_g_mol=117.1
C -1.08777 -0.25376 -2.16817 -0.61
C -0.55272 -1.27436 -1.10679 -0.21
N -0.00627 -0.40930 -0.01148 -0.84
H -0.28539 0.48761 -2.16703 0.19
H -1.27808 -0.73137 -3.11690 0.21
H -1.99177 0.25344 -1.83080 0.20
H -1.22878 -1.99631 -0.66757 0.20
H 0.21506 -1.83496 -1.64385 0.17
H 0.51771 -1.00869 0.62775 0.36
H 0.82211 0.03683 -0.41054 0.34
O 1.07204 -3.35563 0.04941 -0.94
H 1.54810 -4.12161 -0.26984 0.48
H 1.61264 -3.03332 0.78475 0.47
O -0.37915 1.11874 3.39850 -0.93
H -0.35383 2.01332 3.75844 0.46
H -0.07311 1.39182 2.52627 0.47
O 2.45077 1.86656 -0.72582 -0.93
H 1.76270 2.30630 -1.23147 0.47
H 2.51927 0.99830 -1.15228 0.46
O -1.82506 2.13623 0.31297 -0.96
H -2.72840 2.03370 -0.01033 0.46
H -1.49538 1.22782 0.10844 0.49


(x)
22
Properties=species:S:1:pos:R:3:nbo_charge:R:1 method="wB97M-V/def2-TZVPD" orbital_gap_ev=8.8 smiles=CNC.O.O.O.O mol_weight_g_mol=117.1
C -1.67807 0.88787 1.76938 -0.41
N -0.71802 1.73896 0.99882 -0.64
C -0.68079 3.11295 1.66777 -0.45
H -1.52538 1.06643 2.77798 0.16
H -1.69859 -0.19439 1.55238 0.21
H -2.58200 1.40347 1.31469 0.20
H 0.15546 1.40196 0.88805 0.35
H 0.13489 3.14979 2.36170 0.18
H -0.51542 3.93948 0.86856 0.20
H -1.62909 3.54494 2.15597 0.21
O 0.56320 -0.47165 3.09810 -0.96
H 0.55669 0.30997 3.71747 0.48
H 1.54712 -0.82557 2.99851 0.48
O -0.56829 -5.33106 -1.37864 -0.93
H -0.29842 -5.05371 -0.40874 0.46
H 0.16912 -5.90322 -1.52587 0.46
O 2.20247 0.92581 -4.93462 -0.95
H 1.96423 -0.05252 -4.74807 0.48
H 1.53451 1.40955 -4.48308 0.46
O 1.34141 -1.48574 -2.91453 -0.94
H 1.25323 -2.28049 -3.31983 0.47
H 0.47175 -1.29281 -2.45601 0.48


Least stable: (x)


(w)
22
Properties=species:S:1:pos:R:3:nbo_charge:R:1 method="wB97M-V/def2-TZVPD" orbital_gap_ev=9.8 smiles=CNC.O.O.O.O mol_weight_g_mol=117.1
C -1.07525 -0.82691 -2.05410 -0.44
N -1.26025 -1.09551 -0.57922 -0.66
C -0.11016 -2.00209 -0.08824 -0.41
H -0.05639 -0.58474 -2.35407 0.22
H -1.47880 -1.68615 -2.70833 0.18
H -1.79550 -0.01890 -2.26297 0.20
H -2.16757 -1.50796 -0.39011 0.37
H 0.00547 -2.85386 -0.92340 0.16
H -0.37472 -2.51980 0.77391 0.21
H 0.66891 -1.25498 -0.14603 0.21
O -1.10657 1.31055 0.58998 -1.01
H -0.49339 1.69423 -0.06789 0.47
H -1.40450 0.52219 -0.03598 0.49
O 1.48589 3.61243 0.37252 -0.95
H 1.66761 3.00547 1.05375 0.47
H 2.01498 4.41127 0.41742 0.48
O 2.86356 0.09212 -0.56308 -0.93
H 2.90572 -0.79587 -0.21052 0.46
H 2.71490 0.59293 0.34161 0.47
O -1.10563 -0.31759 3.06870 -0.97
H -0.57510 0.33656 3.55204 0.48
H -1.32322 -0.11338 2.21403 0.49


(x)
22
Properties=species:S:1:pos:R:3:nbo_charge:R:1 method="wB97M-V/def2-TZVPD" orbital_gap_ev=9.8 smiles=CCN.O.O.O.O mol_weight_g_mol=117.1
C -0.92239 0.86512 2.85282 -0.62
C 0.36698 0.01716 2.87382 -0.22
N 1.03728 0.20124 1.52410 -0.84
H -1.63974 0.36370 2.19787 0.19
H -1.42226 0.91139 3.81848 0.21
H -0.64327 1.83829 2.45377 0.21
H 1.06092 0.41181 3.60446 0.20
H 0.02205 -1.01603 2.90592 0.17
H 1.53816 -0.66714 1.45377 0.35
H 0.29840 0.19791 0.83508 0.34
O 2.65636 2.63041 -1.56682 -0.96
H 2.84737 1.74880 -1.26557 0.48
H 2.00235 3.06112 -1.04388 0.48
O -3.93114 -0.73330 -4.06084 -0.94
H -3.97004 -1.47971 -4.68548 0.47
H -3.32224 -1.02030 -3.37439 0.47
O 0.62048 -2.97076 -0.10763 -0.93
H 1.13579 -2.35097 -0.59435 0.47
H -0.13080 -2.43198 0.18224 0.46
O 0.84173 0.02735 -2.31867 -0.97
H -0.01681 0.24358 -2.73022 0.48
H 1.57081 0.15231 -2.95446 0.49


Least stable: (w)


(w)
16
Properties=species:S:1:pos:R:3:nbo_charge:R:1 method="wB97M-V/def2-TZVPD" orbital_gap_ev=11.6 total_charge=+1 mol_weight_g_mol=105.1
C -1.40831 -1.86810 0.61298 -0.04
C -2.39532 -1.11111 1.14363 -0.05
N -2.19377 0.16570 0.66247 -0.46
C -1.14134 0.18543 -0.14383 0.26
N -0.66918 -1.04680 -0.20209 -0.45
H -1.19923 -2.91958 0.66780 0.26
H -3.22037 -1.28652 1.80750 0.26
H -2.75868 0.97107 0.89732 0.45
H -0.70726 1.04252 -0.62387 0.26
H 0.23769 -1.25646 -0.63273 0.49
H 2.50891 -0.83686 -1.43871 0.49
H 2.29009 0.52617 -0.89076 0.52
O 1.90975 -0.37436 -0.83717 -1.00
H 2.56244 3.04361 -0.89223 0.49
H 3.34479 2.53179 0.32075 0.50
O 2.83980 2.23350 -0.45107 -0.97


(x)
16
Properties=species:S:1:pos:R:3:nbo_charge:R:1 method="wB97M-V/def2-TZVPD" orbital_gap_ev=11.0 total_charge=+1 mol_weight_g_mol=105.1
C 0.71216 1.16389 -1.20561 -0.71
C 0.73841 -0.80601 1.80298 0.22
C -0.40624 0.32193 -0.84833 0.49
N -0.30094 -0.43372 0.25526 -0.19
N -1.60378 0.35996 -1.44304 -0.73
O -1.45972 -1.19363 0.64157 -0.58
O 0.19170 -1.87991 2.34963 -0.63
H 1.73070 0.84904 -0.96221 0.27
H 0.94778 1.22334 -2.29333 0.27
H 0.40153 2.13279 -0.84490 0.27
H 1.76387 -0.88009 1.55220 0.22
H 0.26652 0.18513 2.15520 0.22
H -0.98604 -2.13875 0.75500 0.50
H -1.57992 0.83986 -2.30523 0.42
H -2.34428 -0.13496 -1.04417 0.44
H -0.68060 -1.77509 2.67266 0.52


(y)
16
Properties=species:S:1:pos:R:3:nbo_charge:R:1 method="wB97M-V/def2-TZVPD" orbital_gap_ev=10.7 total_charge=+1 mol_weight_g_mol=105.1
C 1.04675 -0.40497 -0.26427 0.38
C -1.45567 -0.22074 0.80796 -0.69
C -0.87890 0.58367 -0.35807 0.74
N 1.06841 -1.68693 -0.17855 -0.75
N 2.03893 0.47317 -0.03893 -0.76
O -0.55458 1.88818 -0.21202 -0.66
O -1.43011 0.34853 -1.55619 -0.68
H -2.42514 0.15877 1.09209 0.26
H -1.61906 -1.22722 0.33081 0.24
H -0.72175 -0.25903 1.65691 0.24
H 0.12646 -2.11280 -0.36431 0.44
H 1.93276 -2.26556 0.02223 0.42
H 1.69598 1.37256 0.22523 0.40
H 2.84833 0.22451 0.45937 0.40
H -0.17134 2.04144 0.61142 0.49
H -1.50107 1.08642 -2.23369 0.54


Least stable: (x)


(w)
23
Properties=species:S:1:pos:R:3:nbo_charge:R:1 method="wB97M-V/def2-TZVPD" orbital_gap_ev=11.1 total_charge=+1 mol_weight_g_mol=127.2
C -0.95500 1.19502 2.37710 -0.65
C -1.29972 0.06636 1.41345 -0.21
N 0.00104 -0.11918 0.55902 -0.56
C 0.01553 0.81404 -0.46200 0.39
N 0.93791 0.84239 -1.41187 -0.73
H -1.02455 2.21141 1.97171 0.21
H -1.78215 1.25851 3.10347 0.24
H 0.09856 1.21338 2.71675 0.24
H -1.43744 -0.84956 2.01621 0.23
H -2.08790 0.28522 0.70212 0.22
H 0.79219 -0.75141 0.79324 0.46
H -0.68725 1.60350 -0.44640 0.23
H 1.73626 0.16290 -1.43768 0.44
H 0.68401 1.49291 -2.12663 0.43
H 1.73477 -2.42213 0.23100 0.52
H 3.00301 -1.79175 0.97425 0.50
O 2.01155 -1.80061 0.97922 -0.99
H 0.63405 -4.10213 -1.18487 0.49
H 1.92665 -3.76068 -1.65640 0.49
O 1.22108 -3.39546 -1.08572 -0.95
H -1.86383 2.11759 -3.34953 0.50
H -1.88081 3.35561 -2.28356 0.50
O -1.77794 2.37406 -2.39288 -0.99


(x)
23
Properties=species:S:1:pos:R:3:nbo_charge:R:1 method="wB97M-V/def2-TZVPD" orbital_gap_ev=11.4 total_charge=+1 mol_weight_g_mol=127.2
C 1.65514 1.61028 0.94827 -0.62
C 1.12339 0.52927 1.82666 -0.22
N 0.05246 -0.24558 1.15413 -0.52
C -0.56161 -1.12385 1.90287 0.40
N -1.59809 -1.84160 1.51059 -0.74
H 2.27762 1.34589 0.10381 0.23
H 0.73143 2.04304 0.51093 0.21
H 2.07902 2.45588 1.50096 0.25
H 1.91869 -0.20864 2.07154 0.21
H 0.83050 0.89706 2.80929 0.22
H -0.22053 -0.03705 0.19837 0.45
H -0.19603 -1.33826 2.89791 0.21
H -2.15882 -1.54354 0.68999 0.45
H -1.84235 -2.62187 2.09236 0.42
H 1.76953 0.57345 -1.87355 0.51
H 1.15227 -0.81582 -1.89719 0.48
O 0.94054 0.10024 -1.72939 -0.97
H 2.31817 2.56654 -3.94374 0.49
H 0.85238 1.99984 -3.75683 0.49
O 1.77496 1.95362 -3.42887 -0.97
H -3.09747 -1.06180 -1.48048 0.51
H -4.17473 -1.60070 -0.34566 0.52
O -3.27109 -1.35340 -0.59799 -0.98


Least stable: (w)


(w)
16
Properties=species:S:1:pos:R:3:nbo_charge:R:1 method="wB97M-V/def2-TZVPD" orbital_gap_ev="11.0 / 7.5" multiplicity=2 total_charge=+1 mol_weight_g_mol=94.1
C 2.06805 0.12916 -0.23898 -0.45
N 1.32843 0.63634 0.92800 -0.42
C 0.24883 1.28562 0.66412 0.30
N -0.64539 1.77770 1.48907 -0.29
H 2.92697 -0.45083 0.06778 0.25
H 1.40449 -0.42028 -0.91443 0.27
H 2.36474 1.01645 -0.79700 0.24
H 1.41162 0.19703 1.83834 0.44
H 0.14135 1.50859 -0.40648 0.26
H -1.62765 1.61442 1.21512 0.39
H -1.73110 -1.24680 1.18227 0.46
H -2.66971 -2.31079 0.62431 0.50
O -1.85557 -1.83433 0.42764 -0.95
H -1.41890 -0.88740 -1.36369 0.50
H -1.11062 -0.66683 -2.79398 0.49
O -0.83554 -0.34805 -1.92208 -0.99


(x)
16
Properties=species:S:1:pos:R:3:nbo_charge:R:1 method="wB97M-V/def2-TZVPD" orbital_gap_ev="9.8 / 5.7" multiplicity=2 total_charge=+1 mol_weight_g_mol=94.1
C -2.66870 -0.29264 -1.43747 -0.45
N -1.33468 0.09577 -0.92581 -0.27
C -0.57298 -0.85416 -0.38853 0.25
N 0.46721 -0.49923 0.34567 -0.38
H -3.11643 -0.96147 -0.71006 0.25
H -3.15655 0.67229 -1.54537 0.26
H -2.63984 -0.86719 -2.39592 0.27
H -0.91402 1.01192 -1.05420 0.46
H -0.99899 -1.84857 -0.47358 0.22
H 1.08782 -1.23945 0.65630 0.38
H 3.25802 0.44258 -0.65733 0.45
H 3.28368 1.63572 0.14455 0.46
O 3.45282 1.38149 -0.77772 -0.91
H 0.79975 -0.06376 2.67295 0.45
H 1.76397 1.08882 3.13110 0.48
O 1.28893 0.29787 3.41542 -0.92


Least stable: (x)


(w)
10
Properties=species:S:1:pos:R:3:nbo_charge:R:1 method="wB97M-V/def2-TZVPD" orbital_gap_ev=10.5 smiles="O=C(Cl)O[C@H](P)Cl" mol_weight_g_mol=160.9
O -2.11939 1.07441 -0.94954 -0.51
C -1.90811 0.09397 -0.29403 0.79
Cl -3.21452 -0.93594 0.42735 -0.08
O -0.84428 -0.54208 0.11781 -0.49
C 0.33889 0.07065 -0.28456 -0.15
P 1.77050 -1.03680 0.29910 0.33
Cl 0.65150 1.76029 0.44611 -0.10
H 0.52169 0.37961 -1.31808 0.24
H 1.98635 -0.65695 1.54787 -0.02
H 2.81737 -0.20717 0.00799 -0.01


(x)
10
Properties=species:S:1:pos:R:3:nbo_charge:R:1 method="wB97M-V/def2-TZVPD" orbital_gap_ev=10.1 mol_weight_g_mol=160.9
C 1.68226 0.55991 -0.27545 -0.41
C 0.42925 1.01272 -0.26455 -0.12
O -2.53596 -1.68255 -0.24022 -1.07
O -0.59273 -1.07538 1.04093 -1.02
P -2.04926 -0.47371 0.42620 1.50
Cl -0.64719 0.56442 -1.54369 0.07
Cl -0.24139 2.14000 0.80438 0.08
H 1.91773 0.07804 -1.18946 0.23
H -0.38063 -1.85104 0.59325 0.49
H 2.41790 0.72760 0.64861 0.25


Least stable: (w)